DFT (the ωB97M-V functional and the def2-TZVPD basis) results for a cluster of 4 separate species, C18H43BNO9P in total at a distorted geometry.

XYZ file:
```
73
Properties=species:S:1:pos:R:3:forces:R:3
P -2.67411 -0.10003 -0.34315 0.060 -0.282 -0.007
O 7.48406 -0.49620 2.17068 -0.086 0.057 -0.013
O 1.70999 1.61355 0.60354 -0.191 0.067 0.047
O -5.68435 -5.07895 -1.28836 -0.048 -0.028 -0.031
O -5.58401 0.74784 -1.97651 0.599 -0.050 -0.831
O -3.71193 0.17558 0.89547 -0.071 0.194 0.023
O -1.18496 1.41754 -1.80202 0.123 0.473 -0.396
O -0.67096 1.33634 -4.00670 -0.446 -0.362 0.597
O -2.80904 1.07786 -3.25387 -0.076 0.539 -0.294
O -1.23286 -0.20083 0.43873 -0.152 0.253 -0.008
N -2.99205 3.95002 -0.27754 0.089 -0.034 0.340
C -2.20582 2.74025 -0.03505 -0.039 0.074 -0.194
C -4.79575 -5.62552 -0.33274 0.077 -0.046 0.038
C -5.32313 -5.59571 1.09242 -0.062 0.085 -0.021
C -1.46953 1.27075 -3.11967 0.253 -0.172 -0.372
C 2.63327 0.70070 1.17556 0.070 -0.128 0.077
C -6.01839 -3.71312 -1.10243 -0.012 0.082 -0.007
C 8.57874 -0.81857 1.33232 0.064 -0.014 -0.070
C -5.74739 3.30257 -2.18976 0.199 -0.099 -0.701
C -4.83084 -2.76789 -1.15097 -0.040 -0.180 0.030
C -2.44064 1.62996 -1.07201 0.447 -0.224 0.341
C 1.94490 1.95327 -0.75719 -0.018 0.054 -0.154
C -3.35532 1.97462 -2.24701 0.341 0.095 0.642
C 4.06692 1.19930 1.19181 -0.015 0.069 -0.087
C 7.47808 -1.11416 3.44446 -0.009 -0.037 0.080
C 8.68031 -2.29502 0.98842 -0.046 -0.027 0.097
C -2.18984 5.10673 -0.67124 -0.221 -0.019 -0.284
C 1.88732 0.77285 -1.70674 0.041 -0.163 0.085
C 8.67567 -0.75977 4.30976 0.061 0.016 -0.087
B -4.94635 1.95502 -2.12362 -0.386 -0.139 0.192
H -4.64506 -6.13851 1.75184 0.006 -0.018 -0.007
H 9.60554 -1.16378 3.90717 -0.006 -0.031 0.020
H -3.50702 4.17400 0.56224 -0.028 0.051 -0.037
H 2.28448 0.54879 2.19759 -0.032 0.024 0.000
H -3.04184 2.98537 -2.54482 -0.251 0.007 -0.023
H 1.90987 1.12207 -2.73849 -0.077 0.025 -0.007
H 2.57109 -0.27018 0.67202 0.005 0.017 -0.032
H -5.31749 3.93615 -2.97621 -0.065 0.059 0.154
H 8.54476 -1.16862 5.31199 -0.018 0.003 0.009
H 6.56379 -0.76288 3.92359 -0.014 0.016 -0.026
H -1.83691 4.97199 -1.69776 0.061 0.001 0.085
H 8.92668 -2.90299 1.86011 0.035 0.005 -0.008
H -4.15812 -2.91424 -0.30533 -0.016 0.041 0.031
H -5.17348 -1.73409 -1.12419 0.002 0.011 -0.012
H -5.62655 3.85348 -1.25490 -0.086 -0.049 0.008
H -3.33411 0.69690 1.61786 -0.093 -0.073 -0.040
H -1.13342 2.97270 -0.04451 -0.051 -0.068 0.019
H -0.78577 0.63966 0.62139 0.230 -0.173 0.002
H 2.88812 2.49993 -0.86725 0.023 -0.039 0.082
H -2.42393 2.36445 0.97093 -0.032 0.067 -0.099
H 8.41525 -0.24071 0.42269 -0.027 0.020 0.010
H 2.71574 0.07381 -1.57728 0.064 0.092 0.062
H -4.64488 -6.65889 -0.64614 -0.019 0.002 -0.027
H -6.70926 -3.48156 -1.91381 0.000 -0.036 -0.021
H -6.30858 -6.06067 1.14383 0.009 -0.033 0.004
H 4.47869 1.28683 0.18553 0.014 -0.039 0.002
H 7.38676 -2.20187 3.34483 0.028 -0.002 -0.004
H -5.41079 -4.57748 1.47387 0.036 -0.001 0.013
H 9.51787 -0.46216 1.77094 0.000 -0.024 0.017
H 8.78406 0.32285 4.38478 -0.022 0.007 0.026
H 4.70170 0.50551 1.74396 0.011 -0.002 0.001
H -3.81914 -5.13079 -0.38707 -0.011 0.021 0.017
H 9.46318 -2.45092 0.24583 -0.001 0.011 -0.018
H -6.80425 3.15726 -2.42357 -0.018 0.061 0.224
H -2.82443 5.99685 -0.66613 0.118 -0.075 0.040
H 0.95850 0.22792 -1.54387 0.011 -0.041 -0.089
H -4.25444 -2.91996 -2.06449 -0.011 0.039 -0.023
H -1.31859 5.27349 -0.02668 -0.028 0.029 0.011
H -6.34208 0.67540 -2.57051 -0.295 0.048 0.606
H 1.14401 2.65113 -1.00608 0.014 -0.001 -0.020
H 7.73535 -2.65724 0.58179 0.005 0.009 -0.034
H -6.57371 -3.57897 -0.16645 0.019 -0.003 0.014
H 4.12641 2.18098 1.66419 -0.002 -0.012 0.038
```
Forces are in eV/Å.

Its total energy is -49246.8468 eV. The total charge is 0. The highest occupied orbital energy comes out at -8.9 eV. The calculation puts the orbital gap at 9.222 eV.

DFT (the ωB97M-V functional and the def2-TZVPD basis) results for a structure of composition C5H11NO at a distorted geometry.

XYZ file:
```
18
Properties=species:S:1:pos:R:3:forces:R:3
O 0.21383 2.74091 -2.03866 0.854 -2.422 -0.226
N -0.10505 1.52499 -0.15254 0.247 -5.970 1.879
C -1.11208 -1.06504 -0.48179 -0.033 0.245 -0.231
C -0.08813 -0.28335 0.32073 -0.495 1.640 1.318
C -0.54264 -0.09760 1.75941 -0.036 -0.303 0.214
C 1.30465 -0.88496 0.26262 0.124 0.241 -0.198
C 0.29746 1.25255 -1.26296 -0.467 7.108 -3.201
H -1.27614 -2.04950 -0.02444 0.123 0.208 0.086
H 1.63531 -1.08550 -0.75982 -0.016 0.110 0.013
H 0.56949 3.42402 -1.44653 -0.169 -0.632 0.079
H 0.16211 0.51351 2.32773 -0.041 -0.021 -0.144
H -0.61397 -1.07279 2.25846 0.008 0.050 -0.055
H -0.78586 -1.25771 -1.50718 -0.008 0.101 0.023
H 0.58450 0.60319 -2.08299 -0.055 -0.453 0.570
H -2.07349 -0.54640 -0.51217 0.109 -0.029 0.011
H -1.52564 0.37511 1.81319 0.116 -0.004 -0.099
H 2.03857 -0.23728 0.74883 -0.089 -0.057 -0.044
H 1.31708 -1.85414 0.77813 -0.172 0.188 0.004
```
Forces are in eV/Å.

Its total energy is -8897.9885 eV. The total charge is 0. The highest occupied orbital energy comes out at -9.3 eV. The calculation puts the orbital gap at 9.995 eV. Its energy above the lowest of the compared OMol25 structures with the same formula, charge and spin is 357.85 kJ/mol.

DFT (the ωB97M-V functional and the def2-TZVPD basis) results for the ion C4H12NO with charge +1 at a distorted geometry.

XYZ file:
```
18
Properties=species:S:1:pos:R:3:forces:R:3
O -0.21454 0.99916 -1.54169 0.168 0.365 0.442
N 0.45730 0.20533 1.15703 -0.562 0.192 1.574
C 0.82709 1.70059 0.82295 3.017 -1.154 -0.152
C -0.93232 0.01549 -0.91040 0.609 -2.502 3.380
C -0.32126 -2.23560 0.35231 -0.272 2.464 3.750
C 0.11715 -0.79036 0.00016 -0.139 1.917 -1.823
H 0.19043 -2.38921 1.36081 -0.261 -0.760 -1.425
H -1.68967 0.38742 -0.13370 0.395 -0.259 -1.463
H -0.57983 1.01972 -2.39434 -0.391 0.697 -2.153
H 0.00044 -2.88456 -0.42462 0.069 -0.726 -0.345
H 1.17434 2.12784 1.80485 -0.977 -0.109 -1.074
H 1.28984 -0.15783 1.72464 -1.510 0.516 -0.951
H -0.35182 0.29003 1.83009 0.933 -0.516 -0.772
H 1.77260 1.55884 0.23282 -0.670 0.248 0.534
H -1.41581 -2.30395 0.67071 1.281 0.084 -1.063
H 1.07418 -0.72118 -0.57926 -0.771 -0.615 0.417
H 0.23426 2.29066 0.10839 -0.626 -0.641 1.108
H -1.32767 -0.78904 -1.55613 -0.293 0.800 0.017
```
Forces are in eV/Å.

Its total energy is -7872.2428 eV. The total charge is +1. The highest occupied orbital energy comes out at -14.9 eV. The calculation puts the orbital gap at 11.563 eV. Its energy above the lowest of the compared OMol25 structures with the same formula, charge and spin is 197.62 kJ/mol.

DFT (the ωB97M-V functional and the def2-TZVPD basis) results for a cluster of 2 separate species, C3H11NO2 in total at a distorted geometry.

XYZ file:
```
17
Properties=species:S:1:pos:R:3:forces:R:3
O -0.92890 -0.21607 -0.04162 -0.160 0.151 1.228
O 0.11450 -5.44533 -5.20963 0.865 1.157 -0.229
N 0.75764 1.73515 1.75178 0.448 0.621 0.517
C -0.91430 -0.05129 1.43257 -0.719 -0.017 -1.787
C -0.63393 1.38811 1.83170 -0.282 -0.737 -0.335
C 1.35831 1.88029 0.40929 0.141 -0.069 0.921
H -1.93629 -0.28839 1.73370 0.077 -0.157 0.439
H 0.84946 2.63507 2.20949 0.222 -0.223 0.172
H -1.26416 2.05209 1.20851 -0.130 -0.245 0.090
H -0.24315 -0.82437 1.78827 0.309 0.327 0.405
H 1.46609 2.93704 0.17839 -0.301 0.147 -0.505
H -1.85639 -0.04500 -0.21379 0.012 -0.013 -0.712
H 0.77298 1.32687 -0.31377 0.089 0.109 -0.264
H 0.50442 -4.69615 -5.71904 -0.598 -0.878 0.295
H 2.37970 1.50123 0.46133 -0.054 -0.254 -0.226
H -1.00621 1.45049 2.85971 0.350 0.358 0.053
H 0.58021 -5.33973 -4.36688 -0.268 -0.277 -0.064
```
Forces are in eV/Å.

Its total energy is -8873.3811 eV. The total charge is 0. The highest occupied orbital energy comes out at -8.8 eV. The calculation puts the orbital gap at 9.638 eV. Its energy above the lowest of the compared OMol25 structures with the same formula, charge and spin is 106.94 kJ/mol.

DFT (the ωB97M-V functional and the def2-TZVPD basis) results for a structure of composition C15H20BrIrO at a distorted geometry.

XYZ file:
```
38
Properties=species:S:1:pos:R:3:forces:R:3
Ir -1.22054 -0.13090 1.61613 -1.288 2.501 0.175
Br -2.76659 1.83489 1.84823 -1.830 1.972 0.513
O -2.23705 2.19773 -1.11780 1.398 -0.133 -1.575
C -2.10767 -2.04419 1.66649 -0.735 -1.529 -0.990
C 1.45181 0.66466 -3.37588 0.063 -0.084 0.116
C 0.53653 1.29174 1.73693 1.128 0.433 0.155
C 0.91587 -0.08488 1.63289 1.511 0.219 0.655
C -3.18766 -1.18092 1.30574 -0.430 -0.927 -0.785
C 3.23042 0.89126 -1.68508 0.187 0.142 0.040
C 0.40682 -0.76587 2.80536 1.593 0.253 0.680
C 2.12156 -1.37946 -2.14440 -0.049 -0.053 -0.106
C 2.18937 0.09244 -2.41097 -0.569 0.384 -0.482
C -0.13665 1.47452 2.98074 1.263 0.362 0.810
C -1.61713 -1.07171 -0.39640 -0.415 -0.807 -1.234
C -1.12888 -1.98097 0.59735 -0.697 -1.682 -0.821
C -2.87963 -0.58504 0.03211 -0.747 -1.102 -0.631
C -1.30475 1.92024 -1.85552 -1.280 0.405 0.775
C -0.28703 0.20134 3.60334 1.000 0.264 1.010
H 0.74367 2.05713 0.98694 -0.050 -0.274 0.374
H 3.54130 0.39074 -0.76673 0.089 0.061 -0.018
H 4.12167 1.03675 -2.32661 -0.128 -0.144 0.210
H 2.98254 -1.88667 -2.61809 -0.093 0.041 0.154
H 1.52001 -0.52941 0.84638 -0.252 0.152 0.143
H -4.06682 -0.99185 1.90186 0.114 0.100 -0.001
H 1.57252 1.73156 -3.60764 -0.083 -0.455 0.053
H -0.50227 2.41304 3.37448 -0.125 -0.275 -0.247
H 2.15210 -1.60854 -1.07608 0.137 -0.012 -0.047
H -0.81571 -0.00814 4.52547 0.170 0.109 -0.072
H -3.48747 0.13882 -0.49961 0.278 -0.077 0.302
H -0.43846 2.60815 -1.99144 -0.186 -0.299 0.096
H 0.74102 0.07481 -3.96415 0.239 0.258 0.186
H -1.29288 0.98692 -2.46251 0.098 0.318 0.215
H -0.21032 -2.56088 0.53470 -0.227 0.212 0.043
H -2.03614 -2.65067 2.55485 -0.058 -0.074 0.014
H -1.11024 -0.81957 -1.33028 -0.195 -0.176 0.441
H 2.85231 1.88445 -1.41902 0.098 -0.146 -0.068
H 0.55706 -1.81037 3.04690 -0.084 0.090 -0.036
H 1.19728 -1.80115 -2.54868 0.151 -0.027 -0.048
```
Forces are in eV/Å.

Its total energy is -90800.2600 eV. The total charge is -2. The spin multiplicity is 5. The highest occupied orbital energy (alpha / beta) comes out at 3.0 / -1.4 eV. As for the expectation value of S²: 6.0177. The calculation puts the orbital gap (alpha / beta) at 1.677 / 6.025 eV.

DFT (the ωB97M-V functional and the def2-TZVPD basis) results for a cluster of 2 separate species, C16H19N3O3S in total.

XYZ file:
```
42
Properties=species:S:1:pos:R:3:forces:R:3
S 0.20503 -3.63680 4.15793 0.345 -0.209 -0.033
O 1.34345 -1.55155 3.06766 -0.048 0.019 0.530
O -0.87189 -1.69874 2.68762 -0.108 0.266 0.178
O 2.86495 -0.92682 0.66243 -0.152 -0.197 0.071
N -0.00078 0.61993 6.30538 0.035 0.012 -0.025
N -1.04755 1.12254 -4.90645 0.010 -0.036 0.019
N 1.12289 -0.79910 -0.80982 -0.491 0.283 0.298
C -0.00425 1.81292 3.78592 -0.052 -0.028 0.100
C 1.75600 -0.51929 0.42683 0.398 -0.022 -0.154
C -0.29913 1.09348 -7.18187 -0.014 -0.013 -0.005
C 0.19287 0.23699 -1.25215 -0.113 0.097 0.131
C 0.49520 -2.13008 -0.77812 0.330 -0.170 -0.353
C -0.25650 1.56846 -5.87969 0.008 0.021 0.039
C -0.60211 1.78852 6.09954 -0.064 0.132 -0.192
C 0.13099 -2.10564 3.19126 -0.039 -0.156 -0.285
C -1.21175 0.09830 -7.49137 -0.001 -0.003 -0.009
C 1.39576 -0.11759 2.88055 0.186 0.436 -0.381
C -1.91983 0.16669 -5.21923 -0.002 0.016 0.038
C 1.00859 0.30875 1.46719 -0.045 -0.009 -0.002
C 0.60366 0.05387 5.26717 0.066 0.079 -0.183
C -0.63461 2.41948 4.86327 0.122 -0.082 0.062
C 0.63724 0.59634 3.97917 -0.167 -0.016 0.132
C -2.04128 -0.37736 -6.48888 0.010 0.006 -0.015
H -0.50179 -3.13204 5.17532 -0.189 0.117 -0.098
H 0.64947 1.22055 -1.13450 0.041 -0.033 -0.084
H -0.75842 0.24784 -0.70282 -0.024 -0.081 -0.025
H -2.55370 -0.17886 -4.40954 -0.012 -0.018 -0.016
H -0.27414 -2.16625 -1.54864 0.022 0.021 0.009
H -1.13523 3.37196 4.74930 -0.010 -0.036 0.003
H 2.45305 0.11939 3.00365 0.041 -0.313 0.004
H 1.32984 1.34409 1.31776 -0.085 0.024 0.063
H 1.10127 -0.89183 5.45511 -0.003 -0.004 0.064
H -2.76827 -1.15379 -6.68331 -0.007 -0.001 0.010
H -0.02591 2.29357 2.81618 0.014 -0.044 0.008
H -1.27531 -0.29971 -8.49580 0.000 -0.001 -0.002
H -1.08189 2.24997 6.95479 0.000 -0.059 0.042
H 1.23279 -2.89727 -1.01218 0.000 -0.007 0.141
H -0.02764 0.10016 -2.30954 0.040 -0.013 -0.012
H 0.44645 2.34512 -5.59940 0.009 0.001 -0.025
H -0.07062 0.26392 1.33698 0.016 -0.021 -0.065
H 0.02485 -2.35564 0.18388 -0.075 0.037 0.015
H 0.36825 1.49549 -7.93159 0.009 0.006 0.006
```
Forces are in eV/Å.

Its total energy is -38347.3560 eV. The total charge is 0. The highest occupied orbital energy comes out at -9.2 eV. The calculation puts the orbital gap at 9.796 eV. Its energy above the lowest of the compared OMol25 structures with the same formula, charge and spin is 281.83 kJ/mol.